No. 1
# C13H31ClN5O14S2

6 unconnected molecules or ions with the total composition C13H31ClN5O14S2 at a distorted geometry (wB97M-V/def2-TZVPD, the Open Molecules 2025 dataset).

Cartesian coordinates (Å):
C (-4.61, -0.91, 2.44)
C (-4.73, -1.28, 0.95)
O (-4.48, -2.40, 0.62)
O (-5.17, -0.42, -0.06)
C (-4.76, 0.93, 0.13)
C (-3.26, 1.22, -0.21)
S (-2.53, 0.21, -1.56)
C (-1.09, -0.73, -0.83)
C (0.26, -0.47, -1.58)
C (1.24, 0.48, -0.79)
C (2.15, -0.35, 0.20)
S (1.51, -0.25, 1.90)
O (1.34, 1.13, 2.30)
O (0.34, -1.08, 2.11)
Cl (3.03, -1.01, 3.08)
H (-3.92, -0.05, 2.62)
H (-5.59, -0.66, 2.91)
H (-4.15, -1.77, 2.96)
H (-4.99, 1.34, 1.14)
H (-5.38, 1.54, -0.57)
H (-2.61, 1.14, 0.69)
H (-3.19, 2.28, -0.56)
H (-3.44, -0.75, -1.97)
H (-0.97, -0.36, 0.21)
H (-1.31, -1.81, -0.90)
H (0.08, 0.03, -2.55)
H (0.76, -1.46, -1.72)
H (1.88, 1.06, -1.48)
H (0.62, 1.18, -0.19)
H (3.17, 0.07, 0.22)
H (2.23, -1.40, -0.13)
C (0.27, 3.22, -4.94)
N (0.40, 1.86, -4.33)
O (-0.59, 1.16, -4.30)
O (1.50, 1.56, -3.91)
H (-0.75, 3.35, -5.27)
H (0.53, 3.95, -4.17)
H (0.96, 3.27, -5.78)
C (0.83, -5.05, -3.84)
N (0.66, -3.60, -3.51)
O (0.89, -2.80, -4.38)
O (0.29, -3.34, -2.38)
H (1.16, -5.13, -4.87)
H (1.57, -5.45, -3.16)
H (-0.13, -5.53, -3.70)
C (3.67, 2.12, 5.09)
N (4.72, 2.73, 5.96)
O (4.93, 3.92, 5.83)
O (5.29, 1.98, 6.73)
H (3.25, 2.90, 4.46)
H (4.15, 1.35, 4.50)
H (2.91, 1.70, 5.75)
C (8.16, 0.83, 5.43)
N (7.82, 0.57, 4.00)
O (7.05, 1.35, 3.46)
O (8.34, -0.39, 3.48)
H (7.63, 1.71, 5.76)
H (7.85, -0.05, 6.00)
H (9.24, 0.97, 5.49)
C (-6.77, -0.65, -2.68)
N (-6.01, -0.67, -3.96)
O (-4.97, -1.32, -3.98)
O (-6.47, -0.05, -4.89)
H (-6.23, -1.24, -1.96)
H (-6.84, 0.39, -2.36)
H (-7.75, -1.07, -2.88)

Results
* total charge: +1
* energy: -84269.956 eV
* gap between HOMO and LUMO: 0.3598 hartree
* LUMO: -2.73 eV
* strongest force on any atom: 1.9 eV/Å

---

No. 2
# C12H14N6O4

2 unconnected molecules or ions with the total composition C12H14N6O4 at a distorted geometry (wB97M-V/def2-TZVPD, the Open Molecules 2025 dataset).

Cartesian coordinates (Å):
N (4.93, 3.28, -0.44)
C (4.29, 2.37, -0.07)
C (3.53, 1.24, 0.34)
C (3.15, 0.84, 1.62)
C (2.27, -0.27, 1.81)
N (1.92, -0.67, 3.14)
O (2.49, -0.15, 4.12)
O (1.04, -1.57, 3.26)
C (1.74, -0.98, 0.72)
C (2.19, -0.64, -0.55)
C (3.03, 0.48, -0.76)
N (2.97, 0.97, -2.02)
O (2.05, 0.11, -2.66)
N (1.60, -0.89, -1.80)
O (0.75, -1.69, -2.18)
H (3.53, 1.38, 2.49)
H (1.04, -1.80, 0.85)
N (-0.52, 1.61, -1.38)
C (-1.91, 1.54, -0.97)
C (-2.32, 0.07, -0.96)
C (-3.69, -0.23, -0.31)
C (-3.46, -1.54, 0.48)
C (-1.92, -1.70, 0.61)
N (-1.40, -0.65, -0.18)
H (-0.39, 1.13, -2.28)
H (-0.20, 2.57, -1.49)
H (-1.97, 1.89, 0.07)
H (-2.59, 2.15, -1.60)
H (-2.31, -0.30, -2.01)
H (-3.92, 0.59, 0.38)
H (-4.48, -0.30, -1.06)
H (-3.95, -1.50, 1.46)
H (-3.87, -2.38, -0.09)
H (-1.59, -1.60, 1.65)
H (-1.60, -2.71, 0.27)
H (-0.43, -0.65, -0.46)

Results
* ΔE to the lowest compared entry with this formula, charge and spin: 0.7 kcal per mole
* energy: -29792.783 eV
* gap between HOMO and LUMO: 0.2106 hartree
* LUMO: -2.48 eV
* SMILES string: N#Cc1cc([N+](=O)[O-])cc2c1no[n+]2[O-].NC[C@@H]1CCCN1
* strongest force on any atom: 3.4 eV/Å

---

No. 3
# C25H28N2O4S2

2 unconnected molecules or ions with the total composition C25H28N2O4S2 at a distorted geometry (wB97M-V/def2-TZVPD, the Open Molecules 2025 dataset).

Cartesian coordinates (Å):
O (4.54, -4.13, 0.40)
C (3.79, -3.20, 0.20)
C (3.92, -1.85, 0.99)
C (4.58, -1.79, 2.30)
C (4.63, -0.51, 3.01)
C (4.05, 0.72, 2.46)
C (3.42, 0.68, 1.14)
C (3.36, -0.59, 0.43)
C (2.70, -0.70, -0.97)
O (2.71, 0.31, -1.66)
C (2.06, -2.04, -1.40)
C (0.94, -2.16, -2.34)
C (0.24, -0.89, -2.96)
C (-0.40, 0.04, -1.86)
C (-1.85, -0.37, -1.41)
S (-1.95, -2.01, -0.57)
C (-2.46, -1.79, 1.18)
S (-1.24, -1.86, 2.31)
N (-3.81, -1.61, 1.64)
C (-4.03, -0.31, 2.29)
C (-4.60, 0.83, 1.34)
O (-4.57, 0.52, -0.05)
C (-5.27, -0.70, -0.29)
C (-4.82, -1.92, 0.61)
C (0.39, -3.47, -2.76)
C (0.96, -4.70, -2.20)
C (2.07, -4.61, -1.26)
C (2.62, -3.31, -0.84)
H (5.02, -2.71, 2.75)
H (5.13, -0.46, 4.01)
H (4.09, 1.68, 3.02)
H (2.95, 1.57, 0.66)
H (1.04, -0.28, -3.48)
H (-0.48, -1.19, -3.77)
H (0.26, 0.15, -0.96)
H (-0.49, 1.07, -2.32)
H (-2.23, 0.43, -0.73)
H (-2.52, -0.43, -2.32)
H (-3.14, 0.11, 2.82)
H (-4.82, -0.48, 3.09)
H (-3.95, 1.75, 1.48)
H (-5.63, 1.17, 1.68)
H (-6.37, -0.49, -0.07)
H (-5.18, -0.92, -1.39)
H (-4.54, -2.80, -0.04)
H (-5.74, -2.27, 1.17)
H (-0.44, -3.49, -3.50)
H (0.53, -5.68, -2.52)
H (2.51, -5.54, -0.83)
C (-0.41, 5.64, 0.30)
N (0.61, 4.95, 1.07)
C (1.82, 4.50, 0.64)
C (2.18, 4.71, -0.80)
O (2.57, 3.94, 1.43)
H (-0.60, 6.61, 0.76)
H (-1.33, 5.05, 0.34)
H (-0.12, 5.78, -0.74)
H (0.43, 4.77, 2.05)
H (3.17, 4.30, -0.99)
H (1.47, 4.21, -1.45)
H (2.20, 5.78, -1.03)

Results
* ΔE to the lowest compared entry with this formula, charge and spin: 94.3 kcal per mole
* energy: -59216.313 eV
* gap between HOMO and LUMO: 0.2751 hartree
* LUMO: -0.60 eV
* SMILES string: O=C1c2ccccc2C(=O)c2c(CCCSC(=S)N3CCOCC3)cccc21.CNC(C)=O
* strongest force on any atom: 3.3 eV/Å

---

No. 4
# C2H2O4S

2 unconnected molecules or ions with the total composition C2H2O4S at a distorted geometry (wB97M-V/def2-TZVPD, the Open Molecules 2025 dataset).

Cartesian coordinates (Å):
C (-0.76, -0.48, 0.52)
C (-0.95, 0.72, -0.37)
O (-0.74, -1.57, 0.11)
O (1.65, -0.51, 1.08)
O (-1.07, 1.83, 0.07)
O (1.31, 0.30, -1.14)
S (2.00, -0.63, -0.29)
H (-0.57, -0.18, 1.56)
H (-0.87, 0.53, -1.54)

Results
* ΔE to the lowest compared entry with this formula, charge and spin: 20.9 kcal per mole
* energy: -21129.316 eV
* gap between HOMO and LUMO: 0.2959 hartree
* LUMO: -1.78 eV
* strongest force on any atom: 3.1 eV/Å

---

No. 5
# C6H10

A single C6H10 molecule at a distorted geometry (wB97M-V/def2-TZVPD, the Open Molecules 2025 dataset).

Cartesian coordinates (Å):
C (1.89, -0.31, 0.32)
C (0.53, 0.13, -0.10)
C (-0.41, -0.77, -0.95)
C (-1.60, -0.45, -0.01)
C (-0.64, 0.38, 0.77)
C (-0.02, 1.51, -0.15)
H (2.34, 0.42, 0.99)
H (2.56, -0.45, -0.54)
H (1.81, -1.27, 0.85)
H (-0.53, -0.53, -2.01)
H (-0.13, -1.83, -0.86)
H (-1.98, -1.29, 0.57)
H (-2.44, 0.12, -0.43)
H (-0.52, 0.47, 1.85)
H (-0.29, 2.07, 0.74)
H (-0.57, 1.79, -1.04)

Results
* ΔE to the lowest compared entry with this formula, charge and spin: 62.7 kcal per mole
* energy: -6381.139 eV
* gap between HOMO and LUMO: 0.3683 hartree
* LUMO: 1.14 eV
* SMILES string: C[C@@]12CC[C@@H]1C2
* strongest force on any atom: 2.6 eV/Å

---

No. 6
# C3H3NO2

2 unconnected molecules or ions with the total composition C3H3NO2 at a distorted geometry (wB97M-V/def2-TZVPD, the Open Molecules 2025 dataset).

Cartesian coordinates (Å):
C (0.33, 2.07, -1.00)
C (-0.74, -1.42, -0.58)
C (-0.45, 2.95, -0.51)
N (-0.73, -0.65, 0.33)
O (1.16, 1.36, -1.46)
O (-0.65, 0.55, 0.55)
H (-0.93, -2.50, -0.34)
H (-0.62, -1.01, -1.67)
H (-1.46, 3.26, -0.09)

Results
* ΔE to the lowest compared entry with this formula, charge and spin: 198.9 kcal per mole
* energy: -8736.507 eV
* gap between HOMO and LUMO (spin up / spin down): 0.1917 / 0.1972 hartree
* LUMO (spin up / spin down): -3.00 / -2.98 eV
* strongest force on any atom: 7.0 eV/Å

---

No. 7
# C17H42N5O8S2

A molecular structure, C17H42N5O8S2 (wB97M-V/def2-TZVPD, the Open Molecules 2025 dataset).

Cartesian coordinates (Å):
C (-1.17, 4.13, -0.55)
C (-0.95, 2.72, -1.11)
C (-1.17, 1.63, -0.05)
C (-0.22, 0.44, -0.19)
S (-2.90, 1.06, 0.10)
O (-3.47, 1.79, 1.21)
O (-2.86, -0.38, 0.23)
N (-3.53, 1.51, -1.31)
S (-5.05, 1.74, -1.49)
O (-5.29, 2.29, -2.79)
O (-5.92, 0.73, -0.98)
O (-5.37, 3.12, -0.50)
C (-6.18, 3.01, 0.47)
N (-6.89, 2.97, 1.38)
H (-0.33, 4.42, 0.09)
H (-2.07, 4.15, 0.07)
H (-1.27, 4.87, -1.34)
H (-1.62, 2.59, -1.96)
H (0.07, 2.64, -1.50)
H (-1.00, 2.09, 0.92)
H (0.75, 0.81, -0.55)
H (-0.07, -0.04, 0.77)
H (-0.61, -0.31, -0.89)
C (-6.84, 7.04, -5.11)
C (-6.15, 6.78, -6.44)
C (-6.46, 5.40, -7.05)
O (-5.79, 4.32, -6.44)
C (-6.41, 3.78, -5.28)
N (-4.71, 7.00, -6.28)
H (-6.38, 6.47, -4.30)
H (-6.77, 8.10, -4.85)
H (-7.90, 6.77, -5.16)
H (-6.51, 7.52, -7.16)
H (-6.13, 5.41, -8.09)
H (-7.55, 5.22, -7.05)
H (-7.50, 3.80, -5.39)
H (-6.12, 4.32, -4.38)
H (-6.08, 2.76, -5.18)
H (-4.25, 6.93, -7.18)
H (-4.33, 6.23, -5.73)
C (4.87, -2.61, 2.35)
C (3.53, -2.17, 2.93)
C (2.32, -2.71, 2.15)
O (2.06, -2.04, 0.94)
C (2.78, -2.49, -0.18)
N (3.52, -0.71, 3.05)
H (5.11, -2.07, 1.43)
H (5.67, -2.41, 3.06)
H (4.86, -3.68, 2.14)
H (3.45, -2.59, 3.94)
H (1.42, -2.56, 2.77)
H (2.41, -3.79, 1.98)
H (2.94, -3.57, -0.15)
H (3.75, -2.00, -0.28)
H (2.19, -2.25, -1.07)
H (2.67, -0.42, 3.54)
H (3.42, -0.32, 2.12)
C (7.75, -6.66, 5.29)
C (6.39, -6.25, 5.85)
C (5.20, -6.79, 5.04)
O (4.95, -6.11, 3.83)
C (5.71, -6.53, 2.72)
N (6.36, -4.79, 5.99)
H (8.00, -6.10, 4.39)
H (8.53, -6.45, 6.02)
H (7.78, -7.73, 5.06)
H (6.30, -6.68, 6.85)
H (4.30, -6.66, 5.64)
H (5.31, -7.87, 4.85)
H (5.88, -7.61, 2.74)
H (6.68, -6.02, 2.67)
H (5.15, -6.28, 1.82)
H (5.50, -4.51, 6.47)
H (6.28, -4.38, 5.07)

Results
* total charge: -1
* energy: -63810.267 eV
* gap between HOMO and LUMO: 0.3111 hartree
* LUMO: 1.91 eV
* strongest force on any atom: 0.7 eV/Å

---

No. 8
# C3H6N4O

A single C3H6N4O molecule at a distorted geometry (wB97M-V/def2-TZVPD, the Open Molecules 2025 dataset).

Cartesian coordinates (Å):
H (-0.56, 2.38, 1.00)
N (-0.09, 1.71, 0.39)
C (-0.75, 0.60, 0.31)
N (-2.00, 0.48, 0.87)
N (-0.59, -0.32, -0.78)
C (0.58, -0.97, -0.84)
O (0.82, -1.95, -1.74)
C (1.50, -0.53, 0.04)
N (2.61, -0.10, 0.20)
H (-2.23, -0.44, 1.20)
H (-2.26, 1.22, 1.52)
H (-1.36, -0.68, -1.31)
H (1.79, -2.11, -1.71)
H (2.56, 0.71, 0.84)

Results
* ΔE to the lowest compared entry with this formula, charge and spin: 116.6 kcal per mole
* energy: -11211.720 eV
* gap between HOMO and LUMO (spin up / spin down): 0.2527 / 0.2480 hartree
* LUMO (spin up / spin down): 0.55 / 0.52 eV
* SMILES string: [H]/N=C(\N)NC(O)=C=N
* strongest force on any atom: 4.3 eV/Å